1.
{"formula": "C21H31MnN4O2Se2", "method": "wB97M-V/def2-TZVPD", "spin_multiplicity": 6, "e_above_lowest_ev": 1.089, "e_lumo_ev": [2.513, 2.507], "charge": -1, "homo_energy_ha": [-0.092, -0.117], "energy_ha": -7142.22139, "gap_ev": [5.003, 5.688], "symbols": ["Mn", "O", "C", "C", "C", "O", "C", "Se", "C", "Se", "H", "H", "H", "H", "H", "H", "H", "H", "H", "H", "C", "C", "C", "C", "N", "C", "C", "C", "C", "C", "C", "C", "H", "H", "H", "H", "H", "H", "H", "H", "C", "N", "C", "C", "N", "N", "C", "C", "H", "H", "H", "H", "H", "H", "H", "H", "H", "H", "H", "H", "H"], "xyz": [[-0.096, -0.447, -0.322], [-2.882, -5.342, 0.821], [-3.230, -4.954, -0.491], [-2.622, -3.574, -0.819], [-3.003, -3.268, -2.289], [-3.000, -1.921, -2.629], [-3.281, -2.579, 0.134], [-2.580, -0.737, 0.183], [-1.104, -3.679, -0.611], [0.056, -2.597, -1.813], [-3.227, -6.224, 0.991], [-4.327, -4.902, -0.594], [-2.855, -5.687, -1.222], [-4.026, -3.619, -2.472], [-2.317, -3.835, -2.939], [-2.083, -1.606, -2.503], [-3.199, -2.954, 1.156], [-4.337, -2.472, -0.129], [-0.777, -4.707, -0.784], [-0.821, -3.389, 0.407], [3.997, 0.234, -1.693], [4.615, 0.708, -0.526], [3.940, 0.560, 0.676], [2.696, -0.060, 0.713], [2.078, -0.476, -0.444], [2.751, -0.338, -1.596], [1.918, -0.315, 1.912], [2.500, -0.390, 3.179], [1.724, -0.618, 4.298], [0.363, -0.822, 4.154], [-0.208, -0.817, 2.887], [0.523, -0.541, 1.730], [4.503, 0.282, -2.646], [5.597, 1.157, -0.564], [4.385, 0.912, 1.597], [2.252, -0.745, -2.473], [3.572, -0.284, 3.288], [2.182, -0.651, 5.278], [-0.253, -0.991, 5.029], [-1.270, -1.024, 2.810], [2.107, 3.733, -0.457], [0.994, 3.375, -1.318], [1.394, 2.703, -2.538], [-0.124, 2.830, -0.689], [-0.508, 1.621, -0.921], [-0.797, 3.706, 0.128], [-1.842, 3.223, 1.001], [-0.800, 5.128, -0.113], [2.702, 2.851, -0.189], [1.736, 4.197, 0.454], [2.750, 4.442, -0.983], [2.083, 3.352, -3.081], [0.507, 2.527, -3.144], [1.883, 1.743, -2.353], [-1.497, 1.492, -0.669], [-1.623, 2.200, 1.316], [-2.826, 3.234, 0.520], [-1.880, 3.856, 1.887], [-0.108, 5.363, -0.916], [-0.503, 5.678, 0.784], [-1.802, 5.460, -0.403]]}

=====

2.
{"formula": "C10H20OSi", "method": "wB97M-V/def2-TZVPD", "spin_multiplicity": 3, "e_above_lowest_ev": 0.229, "e_lumo_ev": [0.765, -0.788], "homo_energy_ha": [-0.191, -0.343], "energy_ha": -757.55207, "gap_ev": [5.972, 8.555], "symbols": ["C", "C", "C", "C", "C", "C", "C", "C", "C", "C", "O", "Si", "H", "H", "H", "H", "H", "H", "H", "H", "H", "H", "H", "H", "H", "H", "H", "H", "H", "H", "H", "H"], "xyz": [[3.780, 1.056, -0.305], [3.026, -0.024, -0.577], [2.633, -0.882, 0.485], [0.227, -2.910, -0.742], [-0.050, 2.628, -0.329], [-2.097, 1.288, -0.762], [0.434, 0.409, 2.748], [-1.163, -2.285, -0.613], [-1.198, -1.409, 0.656], [-0.570, 1.236, -0.532], [2.911, -1.799, 1.167], [-0.022, -0.037, 0.942], [3.914, 1.832, -1.031], [4.301, 1.269, 0.626], [2.478, -0.098, -1.516], [0.840, -2.441, 0.007], [0.157, -3.921, -0.440], [0.699, -2.843, -1.715], [0.996, 2.709, -0.218], [-0.444, 3.360, -1.091], [-0.399, 3.131, 0.563], [-2.279, 2.149, -1.399], [-2.554, 1.355, 0.245], [-2.485, 0.311, -1.265], [1.504, 0.277, 2.875], [0.144, 1.323, 3.123], [-0.039, -0.416, 3.339], [-1.399, -1.634, -1.481], [-2.085, -2.890, -0.485], [-1.054, -2.120, 1.458], [-2.209, -1.114, 0.701], [-0.055, 0.806, -1.315]]}

=====

3.
{"formula": "C57H71BrN6OPS3Ti", "method": "wB97M-V/def2-TZVPD", "e_above_lowest_ev": 0.000, "e_lumo_ev": 2.035, "charge": -1, "homo_energy_ha": -0.146, "energy_ha": -7578.04007, "gap_ev": 5.996, "symbols": ["Ti", "C", "C", "C", "C", "C", "C", "N", "C", "C", "C", "C", "C", "C", "N", "N", "C", "C", "C", "C", "C", "N", "H", "H", "H", "H", "H", "H", "H", "H", "H", "H", "H", "H", "H", "C", "C", "C", "C", "C", "C", "C", "Br", "C", "O", "C", "C", "C", "C", "C", "C", "H", "H", "H", "H", "H", "H", "H", "H", "H", "H", "H", "H", "H", "H", "H", "H", "H", "H", "H", "H", "C", "C", "C", "C", "C", "C", "P", "C", "C", "C", "C", "C", "C", "C", "C", "C", "C", "C", "C", "H", "H", "H", "H", "H", "H", "H", "H", "H", "H", "H", "H", "H", "H", "H", "H", "H", "H", "H", "H", "H", "H", "H", "H", "H", "H", "H", "H", "H", "H", "H", "H", "H", "S", "C", "S", "C", "N", "N", "C", "C", "C", "C", "C", "C", "S", "H", "H", "H", "H", "H"], "xyz": [[-0.015, 0.743, 0.510], [0.592, 0.987, -4.938], [1.588, 1.753, -4.346], [1.904, 1.603, -3.007], [1.228, 0.662, -2.222], [0.250, -0.129, -2.835], [-0.078, 0.045, -4.168], [1.451, 0.507, -0.856], [2.724, 0.822, -0.343], [3.947, 0.544, -0.930], [5.126, 0.837, -0.248], [5.081, 1.397, 1.022], [3.860, 1.687, 1.624], [2.689, 1.417, 0.931], [1.399, 1.667, 1.389], [1.282, 2.338, 2.595], [0.029, 2.303, 2.954], [-0.439, 2.979, 4.145], [-1.737, 2.901, 4.507], [-2.662, 2.170, 3.694], [-2.188, 1.578, 2.570], [-0.881, 1.612, 2.182], [0.344, 1.121, -5.982], [2.117, 2.494, -4.931], [2.664, 2.226, -2.554], [-0.236, -0.896, -2.244], [-0.854, -0.570, -4.607], [3.985, 0.096, -1.915], [6.078, 0.613, -0.711], [5.998, 1.609, 1.555], [3.793, 2.127, 2.608], [0.296, 3.518, 4.726], [-2.085, 3.385, 5.410], [-3.704, 2.085, 3.961], [-2.846, 1.018, 1.912], [-6.642, 1.962, -3.711], [-5.556, 0.932, -4.045], [-6.158, -0.465, -3.921], [-5.100, 1.133, -5.496], [-4.366, 1.126, -3.106], [-3.939, 0.146, -2.218], [-2.857, 0.417, -1.409], [-2.207, -0.892, -0.201], [-2.146, 1.622, -1.419], [-1.114, 1.768, -0.610], [-2.579, 2.631, -2.302], [-3.672, 2.333, -3.110], [-1.973, 4.036, -2.435], [-3.033, 5.052, -1.993], [-1.617, 4.281, -3.908], [-0.707, 4.305, -1.616], [-7.521, 1.805, -4.339], [-6.288, 2.978, -3.878], [-6.946, 1.882, -2.667], [-6.973, -0.576, -4.637], [-6.565, -0.643, -2.926], [-5.423, -1.240, -4.133], [-5.943, 1.012, -6.179], [-4.334, 0.406, -5.766], [-4.683, 2.126, -5.651], [-4.426, -0.813, -2.149], [-4.009, 3.105, -3.790], [-3.949, 4.968, -2.579], [-2.648, 6.066, -2.111], [-3.289, 4.907, -0.944], [-2.494, 4.285, -4.554], [-0.931, 3.513, -4.266], [-1.129, 5.251, -4.010], [-0.877, 4.217, -0.545], [-0.386, 5.327, -1.830], [0.105, 3.629, -1.878], [2.649, -4.290, 2.033], [3.561, -3.325, 1.277], [3.862, -3.809, -0.145], [2.725, -4.633, -0.776], [2.378, -5.851, 0.114], [2.889, -5.713, 1.550], [1.330, -3.461, -1.252], [-0.266, -4.413, -1.264], [-0.938, -4.428, 0.116], [-2.437, -4.716, -0.013], [-2.733, -5.681, -1.172], [-1.546, -6.608, -1.405], [-0.346, -5.805, -1.926], [1.676, -3.273, -3.069], [1.932, -4.523, -3.941], [3.097, -4.331, -4.910], [2.934, -3.013, -5.657], [2.996, -1.820, -4.684], [2.807, -2.254, -3.232], [1.603, -4.026, 1.858], [2.811, -4.198, 3.108], [4.507, -3.222, 1.816], [3.116, -2.331, 1.249], [4.767, -4.427, -0.149], [4.088, -2.943, -0.770], [3.116, -5.022, -1.725], [2.781, -6.759, -0.346], [1.304, -5.999, 0.160], [3.957, -5.942, 1.603], [2.382, -6.444, 2.186], [-0.883, -3.727, -1.870], [-0.771, -3.484, 0.639], [-0.481, -5.197, 0.743], [-2.983, -3.782, -0.164], [-2.799, -5.137, 0.927], [-2.912, -5.115, -2.091], [-3.646, -6.246, -0.975], [-1.793, -7.407, -2.108], [-1.287, -7.096, -0.461], [-0.440, -5.682, -3.007], [0.572, -6.372, -1.762], [0.764, -2.782, -3.433], [1.036, -4.723, -4.535], [2.094, -5.418, -3.336], [3.142, -5.174, -5.604], [4.045, -4.329, -4.364], [1.965, -3.028, -6.164], [3.689, -2.911, -6.440], [2.227, -1.085, -4.935], [3.954, -1.304, -4.778], [2.595, -1.386, -2.607], [3.738, -2.684, -2.852], [-2.774, -0.867, 6.505], [-2.088, -1.271, 5.041], [-0.516, -0.724, 4.569], [-0.719, -1.425, 3.007], [-1.839, -2.047, 2.852], [-2.602, -1.970, 3.998], [-3.815, -2.714, 3.935], [-4.436, -2.834, 2.695], [-5.588, -3.589, 2.575], [-6.128, -4.227, 3.685], [-5.498, -4.104, 4.911], [-4.342, -3.351, 5.048], [0.505, -1.356, 1.771], [-4.003, -2.348, 1.834], [-6.062, -3.678, 1.607], [-7.028, -4.819, 3.589], [-5.904, -4.604, 5.781], [-3.857, -3.260, 6.003]]}